Record 1
# C20H10ClN4O2PdS2

A molecular structure, C20H10ClN4O2PdS2 (wB97M-V/def2-TZVPD, OMol25).

Properties
* multiplicity: 6
* energy relative to the best compared isomer or geometry (same formula, charge and spin): 0.3346 eV
* charge: +2
* strongest force on any atom: 1.32 eV Å⁻¹

Last column: natural (NBO) charge in e.
Element x y z (Å)
1 Pd -0.94479 0.87477 0.28723  1.236
2 Cl -3.35640 -3.22021 6.02153  0.202
3 C -2.64394 -2.10805 4.97936  0.016
4 C -1.84786 -1.06000 5.49642  -0.196
5 C -1.27455 -0.16888 4.64820  -0.165
6 C -1.45762 -0.25682 3.21079  0.468
7 O -0.90110 0.59485 2.48512  -0.594
8 C -2.28297 -1.34707 2.70907  -0.244
9 C -2.54433 -1.59412 1.28822  0.462
10 O -2.15563 -0.92713 0.33879  -0.554
11 C -2.84625 -2.23700 3.58649  -0.105
12 H -1.70768 -0.98711 6.56657  0.268
13 H -0.66020 0.64469 5.00986  0.256
14 H -3.14823 -2.48410 1.06968  0.180
15 H -3.45523 -3.05913 3.22954  0.256
16 S 4.43559 0.25505 -5.08633  1.058
17 N 2.79185 0.33241 -5.24881  -0.728
18 C 2.32911 0.41562 -3.98703  0.325
19 C 0.97151 0.50134 -3.61215  -0.189
20 C -0.06952 0.49183 -4.56860  -0.048
21 C -1.36876 0.57155 -4.14746  -0.255
22 C -1.62322 0.67360 -2.77284  0.094
23 N -0.66436 0.69081 -1.86079  -0.484
24 C 0.62765 0.59405 -2.24405  0.172
25 C 1.64726 0.57058 -1.21899  0.250
26 N 1.24774 0.62434 0.07372  -0.558
27 C 2.15735 0.60599 1.03934  0.094
28 C 3.52717 0.52918 0.78679  -0.245
29 C 3.94908 0.46386 -0.51951  -0.052
30 C 3.00270 0.48459 -1.55561  -0.144
31 C 3.38069 0.41147 -2.94369  0.180
32 N 4.59811 0.32821 -3.39590  -0.606
33 H 0.18412 0.41765 -5.61828  0.263
34 H -2.19299 0.55865 -4.84513  0.257
35 H -2.64016 0.73589 -2.40523  0.213
36 H 1.77767 0.65864 2.05195  0.221
37 H 4.22686 0.51969 1.60928  0.256
38 H 4.99975 0.39590 -0.77180  0.263
39 S -3.56227 3.26899 0.05875  0.530
40 C -2.50616 2.23543 0.25552  -0.353

Cartesian forces (eV/Å) of the 2 atoms listed first:
0.1926 0.1066 0.0330
-0.0179 -0.0240 0.0179

***

Record 2
# C6H16Br3N5O10

A molecular structure, C6H16Br3N5O10 (wB97M-V/def2-TZVPD, OMol25).

Properties
* multiplicity: 1
* energy relative to the best compared isomer or geometry (same formula, charge and spin): 0.0000 eV
* strongest force on any atom: 0.92 eV Å⁻¹

Last column: natural (NBO) charge in e.
Element x y z (Å)
1 C 9.71414 -13.95645 14.46852  -0.488
2 N 8.33892 -13.54624 14.07484  0.534
3 O 8.02579 -13.65455 12.90780  -0.378
4 O 7.61787 -13.13279 14.95811  -0.380
5 H 10.25804 -14.16130 13.55186  0.225
6 H 9.63698 -14.84290 15.08614  0.239
7 H 10.17779 -13.12050 14.98400  0.240
8 C 13.53323 -17.06129 15.66501  -0.492
9 N 12.51458 -17.51752 14.68530  0.535
10 O 11.34661 -17.46105 15.01768  -0.388
11 O 12.91858 -17.93885 13.62774  -0.359
12 H 13.83716 -17.91167 16.26555  0.235
13 H 13.08335 -16.32800 16.33272  0.231
14 H 14.33076 -16.56653 15.12271  0.237
15 C 7.15512 -16.18840 23.09472  -0.483
16 N 7.74133 -16.10910 21.72080  0.541
17 O 7.00085 -15.79983 20.81991  -0.352
18 O 8.92709 -16.35735 21.59785  -0.408
19 H 7.79354 -16.84602 23.67130  0.229
20 H 6.15915 -16.59550 22.96527  0.234
21 H 7.14284 -15.18542 23.50502  0.243
22 C 10.65270 -11.28576 21.15494  -0.488
23 N 9.23714 -11.26717 20.70711  0.538
24 O 8.45281 -11.97432 21.30732  -0.388
25 O 8.95613 -10.52687 19.79117  -0.365
26 H 10.92747 -12.27522 21.49510  0.234
27 H 10.69490 -10.60561 22.00421  0.231
28 H 11.27943 -10.92954 20.34235  0.232
29 C 10.83361 -16.17772 18.66738  -0.493
30 N 10.89865 -14.72438 18.32744  0.547
31 O 11.16089 -14.41088 17.18004  -0.404
32 O 10.66404 -13.92581 19.20078  -0.379
33 H 10.27951 -16.29165 19.59067  0.262
34 H 11.86027 -16.51120 18.80095  0.226
35 H 10.35547 -16.66700 17.82633  0.245
36 C 12.36295 -11.43023 17.39662  -0.488
37 Br 10.82288 -10.79525 16.45739  0.125
38 Br 13.14944 -9.99035 18.43577  0.073
39 Br 13.68862 -12.15324 16.18064  0.067
40 H 12.09195 -12.23744 18.05689  0.227

Cartesian forces (eV/Å) of the 2 atoms listed first:
0.2609 0.1407 -0.5699
0.0232 -0.0071 0.0686

***

Record 3
# C4H5IN2

C4H5IN2 in the gas phase (wB97M-V/def2-TZVPD, OMol25).

Properties
* multiplicity: 1
* energy relative to the best compared isomer or geometry (same formula, charge and spin): 0.8551 eV
* SMILES: ICc1cnc[nH]1
* strongest force on any atom: 5.38 eV Å⁻¹

Last column: natural (NBO) charge in e.
Element x y z (Å)
1 C -0.23533 0.10507 -1.21079  -0.096
2 C 0.26055 0.03111 0.10792  0.067
3 C -2.09169 -0.14524 -0.23014  0.174
4 C 1.72766 0.12992 0.67076  -0.539
5 N -1.60014 0.01515 -1.41224  -0.442
6 N -1.00836 -0.15973 0.75521  -0.561
7 I 3.16275 -0.62432 -0.77680  0.111
8 H 0.38172 0.22272 -2.11950  0.210
9 H 1.84910 1.20358 0.79664  0.236
10 H -3.06373 -0.20321 0.12625  0.190
11 H 1.99996 -0.27049 1.63992  0.241
12 H -1.38249 -0.30455 1.65278  0.408

Cartesian forces (eV/Å) of the 2 atoms listed first:
2.0009 0.2986 -0.9015
-2.8396 -1.0090 -0.9111